Entry from the Open Molecules 2025 dataset: a cluster of 2 separate species, C2H2F3N3 in total (ωB97M-V/def2-TZVPD).

Structure (ORCA input):
```
! RIJCOSX wB97M-V def2-TZVPD def2/J DEFGRID3
* xyz 0 1
C -1.242 0.154 -0.285
C 0.103 0.914 -0.526
N 2.372 -1.556 -0.633
N 1.585 -2.341 -0.713
N -1.448 -0.081 0.958
F -0.126 2.201 -0.782
F 0.982 0.830 0.626
F 0.836 0.416 -1.580
H -0.759 0.086 1.728
H -2.302 -0.622 1.207
*
```

Computed properties:
ΔE to the lowest compared entry with this formula, charge and spin ... 5.85 kcal per mole
Max |F| ... 3.8 eV/Å
Frontier orbital gap ... 10.144 eV
Electronic energy ... -14728.2533 eV
M ... 125.05 g/mol

Here are the Mulliken charges for atoms 1 to 6, given in e: C -0.679; C 1.076; N 0.024; N -0.021; N -0.167; F -0.233